Arrangement A

Computed, not measured: a cluster of 2 separate species, C3H3O3P in total, with the ωB97M-V functional and the def2-TZVPD basis.

The geometry in XYZ format:
```
10
Properties=species:S:1:pos:R:3:lowdin_charge:R:1
C 0.20965 -1.22945 0.80097 -0.06
C -0.25748 -1.05376 -0.44278 -0.37
P -1.68081 0.18536 -0.84626 0.85
O -2.15408 0.87973 0.38564 -0.51
H -0.15093 -0.73629 1.75072 0.09
H 0.96552 -1.92462 0.94946 0.02
H -0.25588 -1.74949 -1.33941 0.06
O 1.64087 2.02853 0.56965 0.24
C 1.08317 1.89711 -0.40997 -0.48
O 0.59995 1.70288 -1.41803 0.15
```

Structure (SMILES) = C=CP=O.O=C=O
Kohn-Sham gap = 0.30752 Ha


Arrangement B

Computed, not measured: a cluster of 2 separate species, C3H3O3P in total, with the ωB97M-V functional and the def2-TZVPD basis.

The geometry in XYZ format:
```
10
Properties=species:S:1:pos:R:3:lowdin_charge:R:1
C -1.27618 -0.42329 0.02976 0.00
C -1.42395 0.93128 -0.12353 -0.34
P -0.12533 2.09031 0.43393 0.85
O 1.08018 1.27546 0.70227 -0.50
H -0.40980 -0.91850 0.30140 0.02
H -1.79502 -0.98653 -0.63498 0.03
H -2.40122 1.25727 -0.46283 0.04
O 2.39220 -1.98360 0.57729 0.21
C 2.16531 -1.08179 -0.10699 -0.42
O 1.79381 -0.16062 -0.71632 0.12
```

Structure (SMILES) = C=CP=O.O=C=O
Kohn-Sham gap = 0.30301 Ha


Most stable: arrangement A


Arrangement A

Computed, not measured: a structure of composition C28H26BrHfI2N5O, with the ωB97M-V functional and the def2-TZVPD basis.

The geometry in XYZ format:
```
64
Properties=species:S:1:pos:R:3:lowdin_charge:R:1
Hf 0.10900 -0.46327 -0.88226 1.42
C -4.09807 0.94165 -2.02671 0.01
C -2.80624 0.22301 -1.87870 -0.29
N -1.99083 0.37393 -0.90151 -0.09
N -2.31033 1.23481 0.14348 0.12
C -1.42882 1.07208 1.08594 -0.40
O -0.39846 0.25438 0.94351 -0.25
C -1.52007 1.80210 2.35905 -0.17
C -2.58893 2.66683 2.59538 -0.01
C -2.64543 3.38255 3.77901 -0.05
C -1.63873 3.23589 4.72629 -0.05
C -0.57712 2.37013 4.49640 -0.06
C -0.51428 1.65110 3.31223 -0.04
C -2.36994 -0.81009 -2.85747 -0.25
C -3.18652 -1.25552 -3.87340 0.03
C -2.75123 -2.30878 -4.67413 0.01
C -1.52250 -2.88596 -4.42149 0.00
C -0.74503 -2.36888 -3.39773 -0.17
N -1.14266 -1.34282 -2.64334 -0.09
H -4.22491 1.66246 -1.22727 0.08
H -4.92302 0.22567 -2.00013 0.11
H -4.14163 1.44711 -2.99416 0.10
H -3.36885 2.77215 1.85376 0.11
H -3.47512 4.05014 3.96756 0.12
H -1.68887 3.79156 5.65353 0.12
H 0.19155 2.24581 5.24785 0.11
H 0.29866 0.95944 3.13564 0.12
H -4.15574 -0.80461 -4.02929 0.13
H -3.37890 -2.67975 -5.47354 0.13
H -1.15704 -3.72102 -5.00180 0.13
H 0.22691 -2.78916 -3.17099 0.10
I 2.15177 -0.33252 -3.77632 0.95
C 1.63752 1.65320 -4.26458 -1.12
I -0.30187 2.17653 -3.63204 0.87
H 1.68722 1.76417 -5.34033 -0.02
H 2.33979 2.30141 -3.75713 -0.03
Br -1.19190 -2.77146 0.20902 0.94
C 0.36460 -3.62701 0.90843 -0.55
C 0.20227 -4.75505 1.64833 -0.09
C 1.36036 -5.39103 2.15115 -0.04
C 2.59366 -4.87098 1.88915 0.00
C 2.73959 -3.69108 1.11781 -0.15
C 4.01766 -3.14104 0.84442 0.00
C 4.14280 -1.99625 0.11636 -0.06
C 2.99513 -1.33604 -0.37927 -0.18
C 1.71171 -1.83478 -0.17675 -0.28
C 1.60242 -3.03010 0.59920 -0.24
H -0.78028 -5.15870 1.84961 0.11
H 1.25288 -6.28937 2.74295 0.12
H 3.48388 -5.35590 2.26951 0.13
H 4.89467 -3.64901 1.22677 0.13
H 5.12409 -1.58798 -0.08848 0.11
H 3.15998 -0.42698 -0.94551 0.02
C 0.78899 4.28802 0.99526 0.03
N 1.68563 3.11611 0.94309 -0.14
C 2.72260 2.96166 1.98322 0.02
C 1.53184 2.21032 0.04882 -0.22
N 1.39468 1.38117 -0.76330 0.05
H 1.37539 5.19330 0.85360 0.11
H 0.29841 4.29492 1.96806 0.09
H 0.04062 4.20068 0.21182 0.10
H 3.45000 3.76450 1.88352 0.11
H 3.21104 1.99857 1.86195 0.10
H 2.23598 3.00778 2.95596 0.09
```

Charge = +2
Kohn-Sham gap = 0.24473 Ha


Arrangement B

Computed, not measured: a structure of composition C28H26BrHfI2N5O, with the ωB97M-V functional and the def2-TZVPD basis.

The geometry in XYZ format:
```
64
Properties=species:S:1:pos:R:3:lowdin_charge:R:1
Hf 0.02610 -0.19210 0.07580 1.34
C 2.38390 -0.30260 3.87040 0.02
C 2.00590 -0.36610 2.43300 -0.21
N 0.99980 0.28520 1.92830 -0.08
N 0.19260 1.00950 2.73270 0.08
C -0.95330 1.33960 2.17840 -0.47
O -1.24400 1.02570 0.94450 -0.39
C -1.93420 2.01770 3.00650 -0.15
C -1.67930 2.21780 4.36860 -0.01
C -2.63300 2.81300 5.16510 -0.05
C -3.84140 3.22520 4.61930 -0.04
C -4.10240 3.02730 3.27020 -0.05
C -3.15910 2.42340 2.46540 -0.01
C 2.69320 -1.26020 1.50360 -0.20
C 3.93830 -1.81300 1.81250 0.03
C 4.53280 -2.69450 0.92660 0.00
C 3.83880 -3.03880 -0.22720 -0.02
C 2.61630 -2.43400 -0.47220 -0.13
N 2.04700 -1.54920 0.34840 0.02
H 1.61700 0.24630 4.41210 0.08
H 3.33530 0.20990 4.01080 0.11
H 2.48330 -1.30660 4.27940 0.11
H -0.74080 1.89070 4.78040 0.11
H -2.45080 2.94550 6.21910 0.11
H -4.58640 3.69160 5.24530 0.12
H -5.05030 3.32990 2.85350 0.11
H -3.35960 2.24650 1.41790 0.11
H 4.42780 -1.53760 2.73290 0.12
H 5.50690 -3.10880 1.13760 0.13
H 4.22710 -3.76400 -0.92460 0.12
H 2.07110 -2.66680 -1.37690 0.07
I -2.08400 1.36980 -1.96330 0.90
C -1.47130 3.40000 -1.54020 -1.00
I 0.27950 3.48540 -0.29650 0.90
H -2.27320 3.92800 -1.03310 -0.02
H -1.23300 3.86770 -2.49160 -0.03
Br -0.26290 -1.72340 -2.40880 0.78
C -1.31550 -3.11880 -1.51700 -0.50
C -1.78440 -4.12220 -2.31250 -0.11
C -2.47160 -5.19110 -1.72140 -0.04
C -2.66280 -5.20650 -0.36910 0.00
C -2.21420 -4.14770 0.44910 -0.15
C -2.44130 -4.16300 1.84080 0.00
C -1.98930 -3.14880 2.63410 -0.05
C -1.30780 -2.05950 2.06320 -0.11
C -1.06080 -1.96360 0.70210 -0.25
C -1.50930 -3.03930 -0.12080 -0.23
H -1.61980 -4.10270 -3.37760 0.11
H -2.82230 -5.99350 -2.34840 0.12
H -3.16390 -6.04000 0.09800 0.13
H -2.98350 -4.99340 2.26450 0.13
H -2.15350 -3.17260 3.70080 0.12
H -0.98930 -1.27490 2.74910 0.09
C 4.69650 0.00260 -2.49410 0.01
N 3.64640 1.00380 -2.57320 -0.16
C 3.80690 2.08830 -3.52450 0.01
C 2.56500 0.82820 -1.92760 -0.24
N 1.60150 0.65240 -1.29280 0.00
H 5.66270 0.50280 -2.51800 0.11
H 4.63250 -0.69680 -3.32910 0.11
H 4.61270 -0.55480 -1.56450 0.08
H 4.76720 2.57440 -3.35500 0.11
H 3.01840 2.82480 -3.39440 0.10
H 3.77560 1.70820 -4.54740 0.11
```

Charge = +2
Kohn-Sham gap = 0.24081 Ha


Most stable: arrangement A


Arrangement A

Computed, not measured: an isolated molecule of C3H12N4O, with the ωB97M-V functional and the def2-TZVPD basis.

The geometry in XYZ format:
```
20
Properties=species:S:1:pos:R:3:lowdin_charge:R:1
N 2.69505 -0.42880 0.42439 -0.06
N 1.75725 -0.80213 -0.58569 -0.10
C 0.13129 -0.85530 -0.13057 -0.35
N -0.60467 -1.12438 -1.31319 0.05
C -0.15083 0.50302 0.43579 -0.30
N -0.11261 1.60743 -0.51741 0.04
C -1.80070 0.35361 1.00129 -0.18
O -2.58473 1.37172 0.41010 -0.11
H 2.91059 0.56634 0.36462 0.06
H 2.37857 -0.60876 1.38015 0.06
H 1.95953 -1.76579 -0.86552 0.08
H 0.04858 -1.64905 0.61419 0.13
H -1.40610 -1.72575 -1.17386 0.08
H -0.20271 -1.20972 -2.24053 0.09
H 0.42611 0.73042 1.33158 0.12
H 0.83984 1.96816 -0.53649 0.08
H -0.26034 1.21836 -1.45454 0.08
H -2.29999 -0.59179 0.78184 0.09
H -1.77972 0.46144 2.08961 0.09
H -1.94441 1.98097 -0.01575 0.06
```

Structure (SMILES) = NN[C@H](N)[C@@H](N)CO
Kohn-Sham gap = 0.36521 Ha


Arrangement B

Computed, not measured: a cluster of 2 separate species, C3H12N4O in total, with the ωB97M-V functional and the def2-TZVPD basis.

The geometry in XYZ format:
```
20
Properties=species:S:1:pos:R:3:lowdin_charge:R:1
N -0.68024 1.31199 1.05309 0.01
C 0.09960 2.23108 0.56879 -0.56
N 1.43938 1.95464 0.37345 0.15
N -0.33224 3.56607 0.30585 0.12
H -0.54120 1.28569 2.06862 0.05
H 1.67012 1.03257 0.14237 0.07
H 1.87547 2.54423 -0.28715 0.07
H 0.33719 4.12686 -0.19759 0.07
H -1.29685 3.66798 -0.04226 0.11
C -0.39179 -2.73488 0.84401 -0.16
N -0.68524 -1.68402 -0.10302 -0.15
C 0.09598 -1.79594 -1.30509 -0.34
O -0.09837 -0.73875 -2.26143 -0.08
H -0.62825 -3.69604 0.40145 0.07
H -1.08362 -2.63519 1.68738 0.08
H 0.68229 -2.74399 1.22709 0.09
H -0.49145 -0.74858 0.38184 0.08
H 1.21151 -1.80385 -1.00560 0.13
H -0.19673 -2.73803 -1.78005 0.11
H -0.98559 -0.40184 -2.07173 0.08
```

Structure (SMILES) = N=C(N)N.CNCO
Kohn-Sham gap = 0.32594 Ha


Most stable: arrangement B